The following is a DFT calculation (ωB97M-V/def2-TZVPD) of a structure of composition C21H20IN11ORuS2.

As for the expectation value of S²: 0.80. The calculation puts the HOMO energy (spin up / spin down) at -15.999 / -15.155 eV. The value obtained for the HOMO-LUMO gap (spin up / spin down) is 0.2306 / 0.1269 hartree. The value obtained for the energy above the lowest of the compared OMol25 structures with the same formula, charge and spin is 6.4 kJ/mol. For the maximum force, the calculation gives 0.518 eV Å⁻¹.

```
! wB97M-V def2-TZVPD RIJCOSX def2/J DEFGRID3
* xyz 3 2
H 5.16235 -0.48856 2.46975
C -2.56581 3.02203 0.23890
I -0.15423 -5.50714 2.17407
H -4.61402 -4.20075 -2.29137
C -1.38445 2.32531 0.02265
N -5.02911 -4.63792 0.84705
N 0.28358 -2.73809 -0.94802
C -0.14780 2.99118 -0.31863
H 1.22024 6.01897 -0.93913
C 0.20003 -3.99187 -0.50045
C -3.72734 2.28862 0.51960
H 5.79427 -1.02722 -2.07785
H -4.59307 -4.41738 1.72615
H 6.02416 -1.10934 0.23706
C -2.50369 4.46442 0.13672
C -2.45064 0.27559 0.34194
H -4.65865 2.81632 0.68482
N 2.59697 0.25295 2.87239
C 2.21202 4.11305 -1.06632
C 2.92101 -0.47145 -0.58149
C 0.00341 -3.93214 0.87353
H -2.37896 -0.80072 0.35245
H 0.44118 -2.42673 -1.89493
N -5.05278 -4.49294 -1.43464
H -5.91670 -5.01071 -1.49262
H 4.52790 -2.27018 -2.23158
N -1.41734 6.43833 -0.25609
C 4.99335 -0.81983 0.39026
N 2.40116 -0.11394 0.60594
C -1.29531 5.12084 -0.19785
H -0.21350 -2.09515 2.11617
H 0.28945 -4.83835 -1.16219
H 3.14490 0.27990 3.71894
N 0.91532 2.17877 -0.53655
C -4.46800 -4.20280 -0.27761
O 2.05067 -0.42781 -1.50657
N -1.32946 0.96567 0.08343
C 1.14096 4.94499 -0.82936
N 4.20571 -0.81604 -0.73521
H -5.83783 -5.24105 0.85229
C -0.05163 -2.57164 1.16211
N -3.51777 5.29531 0.32484
C 2.06192 2.73734 -0.91160
H 1.63638 0.55207 2.92688
C -3.66417 0.91172 0.56345
H -4.54295 0.31390 0.75960
H 3.16857 4.50925 -1.37573
H 2.89297 2.07415 -1.10990
C 4.72481 -1.21416 -2.06128
H 4.23638 -0.61631 -2.82485
N 0.12881 -1.83650 0.05327
C 4.51493 -0.47942 1.60544
C -0.07892 4.37565 -0.44953
S -2.94982 6.77885 0.08446
Ru 0.53014 0.14334 -0.22346
S -3.02292 -3.29017 -0.23529
C 3.14329 -0.10223 1.72593
*
```

Results of the Mulliken charge analysis, in e, for atoms 1 through 5:
1. H 0.435
2. C 0.368
3. I 0.285
4. H 0.208
5. C -0.132

The following is a DFT calculation (ωB97M-V/def2-TZVPD) of a structure of composition C21H46BrMnNO3SbSi4 in a non-equilibrium geometry.

As for the expectation value of S²: 8.76. The calculation puts the HOMO energy (spin up / spin down) at -4.480 / -5.027 eV. The value obtained for the HOMO-LUMO gap (spin up / spin down) is 0.2588 / 0.2788 hartree. The value obtained for the energy above the lowest of the compared OMol25 structures with the same formula, charge and spin is 65.7 kJ/mol. For the maximum force, the calculation gives 1.492 eV Å⁻¹.

```
! wB97M-V def2-TZVPD RIJCOSX def2/J DEFGRID3
* xyz -1 6
H -0.18071 -2.68218 3.98890
H 1.36517 6.55697 -0.12721
O 2.10206 0.93125 0.71882
H -2.32666 4.74481 -0.81511
H 1.05303 -2.69749 -3.87138
H 2.73789 4.35600 -1.78793
H -1.62336 -5.54308 -0.93998
C 2.35235 5.36829 -1.65294
C -2.14281 1.71174 1.27689
C -1.35879 5.09907 -1.17905
C 0.73142 -3.69768 -3.57439
C 3.90583 -2.82388 -1.59395
C -3.82492 0.84987 -0.74106
C -3.37380 2.33684 1.09913
H 0.78379 -5.25896 2.01331
H -0.67488 -5.48054 1.04267
H -3.68211 3.15694 1.73636
Si 2.73419 -3.48013 -0.25979
H 0.33124 -1.19920 3.18958
H -4.48228 0.51364 -1.53315
Sb 0.13486 4.10769 0.05620
H 3.52566 -3.00648 -2.59993
H 2.56045 -5.60823 -1.52954
H -1.86121 -1.73303 -3.04228
C 2.74871 -5.35883 -0.48173
H -1.56282 7.10106 -0.34432
H -0.10985 -6.04611 -1.69682
H 4.89196 -3.29372 -1.51469
H 2.46362 5.33924 0.51366
C -2.20197 -2.69698 1.65428
H -1.55396 -5.77406 -2.68208
H 1.61714 -4.27184 -3.29696
H -2.43371 -1.63805 1.76477
H 3.18006 6.06397 -1.81559
C -0.99017 -5.41077 -1.81727
H -2.84139 -2.78036 -2.00588
H 3.11057 -2.18591 1.86040
H -0.80286 -5.19244 2.78432
H 0.53236 6.79900 2.00257
H 3.51989 -3.89306 2.09521
Mn 0.17639 -0.33139 0.71969
H 1.43428 -2.57647 3.27749
C -4.19959 1.89586 0.08109
C -1.32590 6.61864 -1.29180
C -0.24801 -4.92814 1.87820
Si 0.68505 -2.36990 -0.51260
H -2.42569 -3.29676 -3.64264
C 3.56354 -3.05888 1.39033
H -1.50179 2.07542 2.07362
H -2.70366 -3.04715 0.74785
H 0.28279 -4.18511 -4.44664
H -2.31513 -0.57770 -1.17589
C -2.58937 0.24535 -0.52537
C -2.05063 -2.76946 -2.76007
C -0.41028 6.33298 2.29424
C 1.72894 5.53801 -0.27020
C -1.69816 0.65182 0.47642
H 1.61820 5.54355 -2.44435
H -0.34188 6.97732 -1.60076
H -2.04824 6.97715 -2.03120
Si -0.34603 -3.06540 1.57309
H -1.20857 6.83348 1.74630
H -1.37586 4.39335 2.26750
C 0.39134 -2.29100 3.14148
Si -0.48918 -3.61632 -2.12985
H -0.56266 6.54556 3.35658
N 1.81131 1.52098 1.79656
H 0.31843 4.32782 2.67927
O 0.77108 1.10720 2.39341
H -2.62535 -3.23733 2.50704
H -1.23098 4.64689 -2.16588
H 4.61713 -2.82354 1.21922
H 3.73514 -5.75440 -0.22027
H 4.03262 -1.74535 -1.47561
O 2.46152 2.45238 2.22063
Br -5.88430 2.75252 -0.19499
H 2.00396 -5.87733 0.12206
C -0.40444 4.83200 2.03194
*
```

Results of the Mulliken charge analysis, in e, for atoms 1 through 5:
1. H 0.401
2. H 0.385
3. O -0.611
4. H 0.374
5. H 0.309

The following is a DFT calculation (ωB97M-V/def2-TZVPD) of a cluster of 2 separate species, C2H2N4O4 in total in a non-equilibrium geometry.

As for the expectation value of S²: 2.01. The calculation puts the HOMO energy (spin up / spin down) at -7.190 / -9.943 eV. The value obtained for the HOMO-LUMO gap (spin up / spin down) is 0.2389 / 0.2412 hartree. The value obtained for the energy above the lowest of the compared OMol25 structures with the same formula, charge and spin is 0.0 kJ/mol. For the maximum force, the calculation gives 6.055 eV Å⁻¹.

```
! wB97M-V def2-TZVPD RIJCOSX def2/J DEFGRID3
* xyz 0 3
N -0.41122 -1.44628 0.15432
N -1.80777 1.48551 -0.76381
N -0.66738 1.30541 -0.41195
H -2.43411 1.29925 0.00996
O 1.63599 -2.03348 1.02208
O -1.71438 -1.40646 0.56750
O 2.18236 0.95269 -1.47847
C 0.48728 1.38645 -0.09167
N 1.79492 1.07519 -0.31329
C 0.50837 -1.84913 0.83354
O 2.60735 1.09642 0.58721
H -2.18140 -1.86557 -0.11544
*
```

Results of the Mulliken charge analysis, in e, for atoms 1 through 5:
1. N -0.267
2. N -0.967
3. N 0.713
4. H 0.305
5. O -0.328

The following is a DFT calculation (ωB97M-V/def2-TZVPD) of an isolated molecule of CH3NOS in a non-equilibrium geometry.

The calculation puts the HOMO energy at -8.723 eV. The value obtained for the HOMO-LUMO gap is 0.3324 hartree. The SMILES is ONC=S. The value obtained for the energy above the lowest of the compared OMol25 structures with the same formula, charge and spin is 272.0 kJ/mol. For the maximum force, the calculation gives 2.162 eV Å⁻¹.

```
! wB97M-V def2-TZVPD RIJCOSX def2/J DEFGRID3
* xyz 0 1
S -2.37343 0.05069 0.20557
C -0.83482 0.53712 -0.08797
H -0.40653 1.58496 -0.36942
H 0.05923 -1.31013 -0.14720
H 2.02008 -0.57483 0.31248
O 1.41154 0.06269 -0.12308
N 0.12392 -0.35050 0.20961
*
```

Results of the Mulliken charge analysis, in e, for atoms 1 through 5:
1. S -0.327
2. C -0.077
3. H 0.293
4. H 0.291
5. H 0.338

The following is a DFT calculation (ωB97M-V/def2-TZVPD) of an isolated molecule of C20H23N5O4S.

The calculation puts the HOMO energy at -8.168 eV. The value obtained for the HOMO-LUMO gap is 0.2980 hartree. The SMILES is CCCc1nc(SCC(=O)Nc2ccccc2OC)c2c(=O)n(C)c(=O)n(C)c2n1. The value obtained for the energy above the lowest of the compared OMol25 structures with the same formula, charge and spin is 0.0 kJ/mol. For the maximum force, the calculation gives 0.875 eV Å⁻¹.

```
! wB97M-V def2-TZVPD RIJCOSX def2/J DEFGRID3
* xyz 0 1
H -3.47822 -1.06365 -2.54150
C -1.14581 -1.49962 -1.78513
C 2.54605 -0.17787 2.35996
C -2.92166 -1.28360 -3.44785
H -2.87959 -0.40211 -4.08857
H -2.21787 -1.94359 2.57382
C -1.50381 -0.79782 0.34472
H -2.17594 0.85535 1.45953
H 1.12192 -1.81733 2.49866
H -1.59668 3.22068 -0.21439
N 1.66166 0.70098 1.83183
C -0.78569 -2.24198 -4.04800
C 1.75649 2.09174 1.75156
H 1.84642 5.92901 1.38970
H 2.84843 -2.28159 2.61701
C 1.82567 4.85497 1.49477
H -1.49371 1.69281 -1.12234
C 0.89047 4.12252 0.77706
H -3.44347 -0.23071 0.88295
S 2.16121 -2.08999 0.35630
O -1.19855 -2.39161 -5.17316
N -1.58137 -1.67972 -3.06123
H 1.41474 -2.50127 -5.55702
C 0.55830 -1.66038 -0.12401
O -0.03362 1.92631 0.22380
N 0.49205 -2.62224 -3.68490
C -1.43929 -0.26092 3.66728
C -2.45023 -0.19429 1.33147
N -1.96922 -0.95963 -0.88619
H -1.69007 0.78072 3.85642
H -0.37274 3.02652 -1.50116
H 0.84234 0.31075 1.36967
C 0.15498 -1.89074 -1.45076
C 2.68655 2.83703 2.45946
N -0.28282 -1.11309 0.75282
C 2.72044 4.21568 2.32901
C 0.84752 2.74453 0.89545
H -1.44864 -0.79144 4.61667
H 3.38408 2.32611 3.10136
H -0.43505 -0.30054 3.25876
O 2.18215 -2.82484 -2.16251
H 0.82188 -4.11028 -5.11549
C 1.30428 -3.20978 -4.73675
O 3.55957 0.10534 2.95773
H 0.20470 4.64067 0.12556
C 1.04489 -2.48083 -2.42226
C -2.44115 -0.88308 2.70322
C 2.12800 -1.62652 2.13042
H -3.44059 -0.80700 3.13558
C -0.91561 2.51472 -0.70053
H -3.38695 -2.09486 -4.00589
H 2.27391 -3.44891 -4.30637
H 3.44968 4.78538 2.88349
*
```

Results of the Mulliken charge analysis, in e, for atoms 1 through 5:
1. H 0.369
2. C 1.081
3. C 0.743
4. C -1.147
5. H 0.327